1.
{
  "formula": "C63H58AuFGeN3O4P3S",
  "method": "the ωB97M-V functional and the def2-TZVPD basis",
  "charge": 2,
  "multiplicity": 3,
  "energy_ha": -6634.8687,
  "elements": ["Au", "F", "Ge", "C", "C", "C", "C", "C", "C", "P", "C", "C", "C", "C", "C", "C", "C", "C", "C", "C", "C", "C", "C", "C", "C", "C", "C", "C", "P", "C", "C", "C", "C", "C", "C", "C", "C", "C", "C", "C", "C", "C", "C", "C", "C", "C", "C", "P", "C", "C", "C", "C", "C", "C", "C", "C", "C", "C", "C", "C", "H", "H", "H", "H", "H", "H", "H", "H", "H", "H", "H", "H", "H", "H", "H", "H", "H", "H", "H", "H", "H", "H", "H", "H", "H", "H", "H", "H", "H", "H", "H", "H", "H", "H", "H", "H", "H", "H", "H", "H", "H", "H", "C", "H", "H", "H", "C", "C", "S", "O", "O", "C", "C", "N", "C", "N", "C", "C", "N", "O", "O", "C", "H", "H", "H", "H", "H", "H", "H", "H", "H", "H", "H", "H", "H"],
  "coordinates": [[-0.48, 0.27, 0.39], [-3.22, 2.97, 3.66], [-2.40, 1.86, 2.53], [-3.02, 0.13, 3.34], [-3.77, 0.24, 4.51], [-4.33, -0.87, 5.12], [-4.15, -2.12, 4.56], [-3.43, -2.25, 3.39], [-2.87, -1.13, 2.77], [-1.89, -1.48, 1.28], [-0.93, -2.87, 1.93], [-0.11, -2.55, 3.01], [0.63, -3.54, 3.64], [0.58, -4.85, 3.17], [-0.24, -5.17, 2.10], [-1.01, -4.19, 1.49], [-3.06, -2.21, 0.11], [-2.55, -2.97, -0.94], [-3.41, -3.63, -1.80], [-4.78, -3.50, -1.64], [-5.29, -2.69, -0.64], [-4.44, -2.04, 0.24], [-3.72, 2.27, 1.02], [-4.94, 2.73, 1.49], [-5.95, 3.12, 0.63], [-5.75, 3.06, -0.74], [-4.55, 2.57, -1.23], [-3.55, 2.13, -0.35], [-2.06, 1.53, -1.18], [-2.55, 0.27, -2.37], [-3.86, -0.18, -2.50], [-4.16, -1.12, -3.47], [-3.16, -1.65, -4.27], [-1.84, -1.24, -4.10], [-1.54, -0.28, -3.16], [-1.62, 3.03, -2.10], [-1.19, 3.02, -3.43], [-0.96, 4.22, -4.08], [-1.16, 5.42, -3.42], [-1.57, 5.43, -2.09], [-1.78, 4.24, -1.43], [-0.56, 2.57, 3.10], [-0.56, 2.94, 4.44], [0.56, 3.49, 5.05], [1.70, 3.72, 4.31], [1.73, 3.35, 2.98], [0.62, 2.76, 2.37], [0.87, 2.27, 0.64], [0.93, 3.85, -0.23], [1.43, 3.85, -1.53], [1.68, 5.05, -2.17], [1.42, 6.24, -1.52], [0.90, 6.24, -0.23], [0.63, 5.05, 0.41], [2.66, 1.85, 0.46], [3.18, 1.01, 1.59], [4.49, 0.73, 1.65], [5.47, 1.22, 0.72], [5.32, 1.47, -0.59], [4.15, 1.12, -1.46], [-3.91, 1.21, 4.96], [-4.89, -0.76, 6.03], [-4.56, -3.00, 5.03], [-3.28, -3.23, 2.95], [-0.08, -1.53, 3.38], [1.24, -3.30, 4.50], [1.16, -5.62, 3.66], [-0.31, -6.19, 1.75], [-1.68, -4.48, 0.70], [-1.48, -3.05, -1.07], [-3.01, -4.25, -2.60], [-5.45, -4.02, -2.31], [-6.36, -2.57, -0.53], [-4.84, -1.43, 1.04], [-5.11, 2.83, 2.55], [-6.89, 3.48, 1.02], [-6.51, 3.40, -1.43], [-4.37, 2.55, -2.30], [-4.65, 0.20, -1.86], [-5.18, -1.44, -3.60], [-3.40, -2.39, -5.02], [-1.06, -1.67, -4.71], [-0.52, 0.07, -3.02], [-1.06, 2.09, -3.96], [-0.65, 4.21, -5.11], [-0.99, 6.35, -3.94], [-1.73, 6.37, -1.58], [-2.10, 4.25, -0.39], [-1.45, 2.80, 5.03], [0.52, 3.76, 6.10], [2.57, 4.17, 4.76], [2.62, 3.52, 2.39], [1.65, 2.90, -2.01], [2.09, 5.06, -3.17], [1.62, 7.18, -2.01], [0.72, 7.17, 0.28], [0.22, 5.05, 1.41], [2.48, 0.66, 2.33], [4.87, 0.17, 2.50], [6.44, 1.40, 1.16], [6.16, 1.88, -1.13], [4.15, 1.82, -2.31], [2.83, 1.08, -0.79], [2.19, 0.23, -0.94], [3.24, 2.78, 0.39], [4.33, 0.12, -1.87], [6.84, -2.43, -3.28], [6.58, -3.09, -1.94], [4.79, -3.23, -1.68], [4.13, -3.89, -2.78], [4.28, -1.92, -1.34], [4.58, -4.28, -0.18], [3.12, -4.70, -0.05], [2.20, -3.64, -0.40], [1.96, -2.51, 0.30], [1.09, -1.73, -0.32], [0.81, -2.33, -1.50], [1.50, -3.52, -1.58], [1.42, -4.48, -2.63], [0.95, -4.07, -3.67], [1.74, -5.62, -2.39], [2.65, -2.19, 1.56], [7.89, -2.20, -3.39], [6.26, -1.50, -3.35], [6.53, -3.09, -4.08], [6.93, -2.48, -1.10], [7.01, -4.08, -1.89], [4.94, -3.68, 0.65], [5.20, -5.16, -0.32], [2.91, -5.02, 0.98], [2.92, -5.54, -0.72], [0.16, -1.91, -2.24], [2.82, -3.09, 2.15], [2.07, -1.48, 2.14], [3.61, -1.73, 1.31]],
  "mulliken_spin": [-0.023, 0.000, 0.022, 0.012, 0.002, 0.000, 0.002, -0.002, -0.026, 0.176, -0.040, 0.053, 0.015, 0.005, 0.000, 0.002, 0.004, 0.001, 0.000, 0.000, 0.000, 0.000, 0.012, -0.003, -0.001, 0.001, 0.006, 0.036, 0.156, 0.073, 0.005, -0.007, 0.024, -0.008, 0.014, 0.101, 0.028, -0.010, 0.035, -0.013, 0.027, 0.006, 0.001, 0.005, 0.003, 0.013, -0.022, 0.280, -0.067, 0.040, 0.023, 0.013, -0.005, 0.010, -0.156, 0.228, -0.008, 0.006, 0.030, -0.043, 0.000, 0.000, 0.000, 0.000, -0.007, 0.000, 0.000, 0.000, 0.000, 0.006, 0.001, 0.000, 0.000, -0.001, 0.000, 0.000, 0.001, 0.002, 0.003, 0.001, -0.001, 0.001, 0.009, 0.003, 0.001, -0.001, 0.001, 0.006, 0.000, 0.000, 0.000, -0.003, 0.014, 0.003, 0.000, 0.000, 0.002, 0.007, -0.001, 0.002, -0.002, 0.034, 0.522, 0.292, 0.019, 0.021, 0.000, 0.000, -0.001, 0.000, 0.012, 0.001, 0.000, 0.001, -0.026, 0.003, 0.002, 0.011, 0.000, 0.000, 0.000, 0.019, 0.000, 0.000, 0.000, 0.000, 0.000, 0.001, 0.000, 0.000, 0.000, 0.003, 0.000, 0.010, -0.012]
}

---

2.
{
  "formula": "C20H27N3O3",
  "method": "the ωB97M-V functional and the def2-TZVPD basis",
  "smiles": "CCCN(CC1CC1)C(=O)CCc1nnc([C@H](OC)c2ccccc2)o1",
  "charge": 0,
  "relative_energy_kcal_mol": 98.5,
  "multiplicity": 1,
  "energy_ha": -1168.2571,
  "elements": ["C", "C", "H", "H", "C", "N", "C", "O", "C", "H", "H", "C", "C", "N", "N", "C", "O", "C", "C", "C", "C", "C", "C", "C", "H", "H", "H", "H", "H", "O", "C", "H", "H", "H", "H", "H", "H", "C", "C", "C", "C", "H", "H", "H", "H", "H", "H", "H", "H", "H", "H", "H", "H"],
  "coordinates": [[-0.05, -1.90, 3.63], [0.12, -1.65, 2.14], [-0.51, -0.81, 1.84], [1.16, -1.38, 1.92], [-0.28, -2.87, 1.31], [-0.04, -2.65, -0.11], [-1.04, -2.08, -0.81], [-2.13, -1.86, -0.32], [-0.79, -1.71, -2.27], [-1.55, -2.21, -2.88], [0.19, -1.98, -2.62], [-1.00, -0.19, -2.39], [-0.06, 0.53, -1.51], [1.15, 0.20, -1.20], [1.62, 1.13, -0.35], [0.67, 1.99, -0.18], [-0.43, 1.67, -0.89], [0.68, 3.19, 0.73], [-0.20, 4.26, 0.13], [-1.52, 4.39, 0.53], [-2.32, 5.35, -0.06], [-1.82, 6.17, -1.05], [-0.50, 6.04, -1.46], [0.31, 5.08, -0.87], [1.34, 4.98, -1.19], [-0.11, 6.68, -2.23], [-2.45, 6.92, -1.51], [-3.35, 5.46, 0.26], [-1.90, 3.75, 1.30], [0.22, 2.83, 2.01], [1.16, 2.10, 2.77], [2.04, 2.72, 2.99], [1.49, 1.20, 2.24], [0.66, 1.84, 3.69], [1.73, 3.54, 0.79], [-0.85, 0.13, -3.43], [-2.02, 0.07, -2.09], [1.30, -2.90, -0.60], [1.42, -4.14, -1.47], [1.04, -5.49, -0.94], [0.23, -4.86, -2.03], [0.30, -5.27, -3.03], [-0.75, -4.50, -1.78], [1.66, -6.34, -1.17], [0.59, -5.55, 0.04], [2.30, -4.11, -2.09], [1.65, -2.02, -1.15], [1.95, -3.01, 0.27], [-1.34, -3.07, 1.45], [0.29, -3.74, 1.63], [0.23, -1.02, 4.20], [0.59, -2.73, 3.95], [-1.08, -2.15, 3.86]],
  "lowdin_charge": [-0.101, -0.239, 0.111, 0.103, -0.164, -0.049, -0.481, 0.057, -0.084, 0.130, 0.106, -0.081, -0.315, 0.107, 0.123, -0.272, 0.176, -0.236, -0.170, -0.018, -0.072, -0.090, -0.081, -0.032, 0.118, 0.102, 0.101, 0.104, 0.119, -0.134, -0.084, 0.096, 0.071, 0.092, 0.163, 0.129, 0.130, -0.141, -0.261, -0.111, -0.119, 0.100, 0.094, 0.096, 0.092, 0.134, 0.091, 0.130, 0.126, 0.120, 0.061, 0.073, 0.076]
}

---

3.
{
  "formula": "C21H27CrGeN2O8S4Se",
  "method": "the ωB97M-V functional and the def2-TZVPD basis",
  "charge": 0,
  "relative_energy_kcal_mol": 13.2,
  "multiplicity": 2,
  "energy_ha": -8643.4578,
  "elements": ["Cr", "O", "S", "O", "O", "C", "C", "C", "C", "C", "C", "S", "O", "O", "O", "H", "H", "H", "H", "O", "C", "C", "C", "C", "C", "C", "C", "O", "N", "N", "C", "S", "C", "C", "S", "H", "H", "H", "H", "H", "H", "H", "H", "H", "C", "Ge", "C", "C", "C", "Se", "C", "H", "H", "H", "H", "H", "H", "H", "H", "H", "H", "H", "H", "H", "H"],
  "coordinates": [[-0.04, -0.33, 0.84], [4.22, -0.44, 1.26], [2.97, 0.27, 1.25], [2.57, 0.84, 2.51], [1.90, -0.60, 0.64], [3.19, 1.73, 0.25], [4.50, 2.12, 0.01], [4.76, 3.38, -0.52], [3.71, 4.25, -0.80], [2.40, 3.86, -0.56], [2.14, 2.60, -0.03], [0.44, 2.12, 0.18], [-0.36, 3.26, -0.15], [0.25, 1.59, 1.54], [0.27, 0.96, -0.74], [5.29, 1.43, 0.26], [5.78, 3.69, -0.70], [3.91, 5.23, -1.21], [1.56, 4.52, -0.75], [-3.94, -0.47, 4.57], [-4.58, -0.11, 3.45], [-5.95, 0.09, 3.51], [-6.67, 0.45, 2.38], [-6.03, 0.61, 1.16], [-4.67, 0.41, 1.08], [-3.92, 0.05, 2.21], [-2.49, -0.19, 2.05], [-1.93, -0.05, 0.89], [-1.78, -0.60, 3.06], [-0.49, -0.94, 2.69], [0.33, -0.95, 3.71], [1.74, -1.93, 3.76], [2.30, -1.35, 5.40], [1.65, -0.01, 5.69], [-0.09, -0.13, 5.20], [-2.99, -0.59, 4.36], [-6.44, -0.05, 4.46], [-7.74, 0.61, 2.46], [-6.59, 0.88, 0.28], [-4.14, 0.52, 0.14], [3.39, -1.27, 5.35], [2.01, -2.11, 6.13], [2.10, 0.76, 5.08], [1.70, 0.25, 6.75], [3.39, -3.91, 1.08], [2.20, -4.44, -0.38], [2.93, -3.95, -2.15], [2.03, -6.42, -0.34], [0.26, -3.96, -0.20], [-0.55, -2.21, -0.55], [0.36, -1.71, -2.20], [4.35, -4.40, 0.93], [2.98, -4.22, 2.04], [3.56, -2.83, 1.09], [3.82, -4.55, -2.33], [3.22, -2.90, -2.17], [2.22, -4.15, -2.94], [3.01, -6.88, -0.42], [1.42, -6.77, -1.18], [1.57, -6.75, 0.59], [-0.04, -4.18, 0.82], [-0.27, -4.64, -0.85], [1.39, -1.46, -1.95], [-0.16, -0.83, -2.56], [0.30, -2.52, -2.92]],
  "mulliken_spin": [1.051, 0.001, 0.005, 0.002, 0.005, -0.004, 0.000, 0.000, 0.000, 0.000, 0.005, -0.016, 0.001, 0.002, -0.006, 0.000, 0.000, 0.000, 0.000, 0.000, -0.001, 0.000, 0.000, 0.000, 0.001, 0.000, 0.006, -0.016, -0.005, -0.024, 0.002, 0.008, 0.000, 0.000, 0.002, -0.001, 0.000, 0.000, 0.000, 0.003, 0.000, 0.000, 0.000, 0.000, 0.000, 0.000, 0.000, 0.000, 0.000, -0.023, 0.003, 0.000, 0.000, 0.000, 0.000, 0.000, 0.000, 0.000, 0.000, 0.000, -0.001, -0.002, 0.000, 0.000, 0.000]
}

---

Copy entry 3 word for word.
{
  "formula": "C21H27CrGeN2O8S4Se",
  "method": "the ωB97M-V functional and the def2-TZVPD basis",
  "charge": 0,
  "relative_energy_kcal_mol": 13.2,
  "multiplicity": 2,
  "energy_ha": -8643.4578,
  "elements": ["Cr", "O", "S", "O", "O", "C", "C", "C", "C", "C", "C", "S", "O", "O", "O", "H", "H", "H", "H", "O", "C", "C", "C", "C", "C", "C", "C", "O", "N", "N", "C", "S", "C", "C", "S", "H", "H", "H", "H", "H", "H", "H", "H", "H", "C", "Ge", "C", "C", "C", "Se", "C", "H", "H", "H", "H", "H", "H", "H", "H", "H", "H", "H", "H", "H", "H"],
  "coordinates": [[-0.04, -0.33, 0.84], [4.22, -0.44, 1.26], [2.97, 0.27, 1.25], [2.57, 0.84, 2.51], [1.90, -0.60, 0.64], [3.19, 1.73, 0.25], [4.50, 2.12, 0.01], [4.76, 3.38, -0.52], [3.71, 4.25, -0.80], [2.40, 3.86, -0.56], [2.14, 2.60, -0.03], [0.44, 2.12, 0.18], [-0.36, 3.26, -0.15], [0.25, 1.59, 1.54], [0.27, 0.96, -0.74], [5.29, 1.43, 0.26], [5.78, 3.69, -0.70], [3.91, 5.23, -1.21], [1.56, 4.52, -0.75], [-3.94, -0.47, 4.57], [-4.58, -0.11, 3.45], [-5.95, 0.09, 3.51], [-6.67, 0.45, 2.38], [-6.03, 0.61, 1.16], [-4.67, 0.41, 1.08], [-3.92, 0.05, 2.21], [-2.49, -0.19, 2.05], [-1.93, -0.05, 0.89], [-1.78, -0.60, 3.06], [-0.49, -0.94, 2.69], [0.33, -0.95, 3.71], [1.74, -1.93, 3.76], [2.30, -1.35, 5.40], [1.65, -0.01, 5.69], [-0.09, -0.13, 5.20], [-2.99, -0.59, 4.36], [-6.44, -0.05, 4.46], [-7.74, 0.61, 2.46], [-6.59, 0.88, 0.28], [-4.14, 0.52, 0.14], [3.39, -1.27, 5.35], [2.01, -2.11, 6.13], [2.10, 0.76, 5.08], [1.70, 0.25, 6.75], [3.39, -3.91, 1.08], [2.20, -4.44, -0.38], [2.93, -3.95, -2.15], [2.03, -6.42, -0.34], [0.26, -3.96, -0.20], [-0.55, -2.21, -0.55], [0.36, -1.71, -2.20], [4.35, -4.40, 0.93], [2.98, -4.22, 2.04], [3.56, -2.83, 1.09], [3.82, -4.55, -2.33], [3.22, -2.90, -2.17], [2.22, -4.15, -2.94], [3.01, -6.88, -0.42], [1.42, -6.77, -1.18], [1.57, -6.75, 0.59], [-0.04, -4.18, 0.82], [-0.27, -4.64, -0.85], [1.39, -1.46, -1.95], [-0.16, -0.83, -2.56], [0.30, -2.52, -2.92]],
  "mulliken_spin": [1.051, 0.001, 0.005, 0.002, 0.005, -0.004, 0.000, 0.000, 0.000, 0.000, 0.005, -0.016, 0.001, 0.002, -0.006, 0.000, 0.000, 0.000, 0.000, 0.000, -0.001, 0.000, 0.000, 0.000, 0.001, 0.000, 0.006, -0.016, -0.005, -0.024, 0.002, 0.008, 0.000, 0.000, 0.002, -0.001, 0.000, 0.000, 0.000, 0.003, 0.000, 0.000, 0.000, 0.000, 0.000, 0.000, 0.000, 0.000, 0.000, -0.023, 0.003, 0.000, 0.000, 0.000, 0.000, 0.000, 0.000, 0.000, 0.000, 0.000, -0.001, -0.002, 0.000, 0.000, 0.000]
}